[1]
ORCA calculation (ωB97M-V/def2-TZVPD) on a single C6H11NO3 molecule in a non-equilibrium geometry.

Element x y z (Å)
O 3.267 -0.791 0.809
C 2.463 -0.198 0.073
O 2.697 0.674 -0.864
C 0.940 -0.541 0.341
N 0.454 -1.271 -0.828
C -1.023 -1.421 -0.615
C -1.936 -0.284 -0.017
C -1.164 0.555 1.058
C 0.244 0.840 0.532
O 0.007 1.482 -0.819
H 1.817 0.966 -1.200
H 0.978 -1.092 1.261
H 0.530 -0.405 -1.566
H -0.921 -2.204 0.144
H -1.428 -1.963 -1.501
H -2.842 -0.707 0.372
H -2.101 0.590 -0.857
H -1.045 -0.045 1.989
H -1.812 1.552 1.172
H 0.758 1.658 1.075
H 0.118 2.604 -0.559

Total charge ... 0
Total energy ... -14030.7018 eV
Relative energy (zero: lowest compared OMol25 entry of this formula, charge and spin) ... 345.1 kJ/mol


[2]
ORCA calculation (ωB97M-V/def2-TZVPD) on 3 unconnected molecules or ions with the total composition C2H11N3O2 in a non-equilibrium geometry.

Element x y z (Å)
H 1.008 2.254 -0.545
N 0.224 1.652 -0.739
C 0.547 0.435 -0.939
N 1.843 -0.038 -0.911
N -0.389 -0.495 -1.276
C -1.782 -0.264 -0.884
H 2.132 -0.992 -1.039
H 2.509 0.542 -0.438
H -0.145 -1.451 -1.444
H -2.009 0.780 -1.025
H -2.418 -0.858 -1.537
H -1.874 -0.519 0.174
O 1.705 -2.278 1.047
H 1.081 -1.559 1.209
H 1.708 -2.943 1.737
O -1.771 1.814 2.206
H -1.049 1.415 1.703
H -1.321 2.506 2.703

Total charge ... 0
Total energy ... -10817.7728 eV
Relative energy (zero: lowest compared OMol25 entry of this formula, charge and spin) ... 58.1 kJ/mol


[3]
ORCA calculation (ωB97M-V/def2-TZVPD) on 2 unconnected molecules or ions with the total composition H4I2Si2 in a non-equilibrium geometry.

Element x y z (Å)
Si 0.219 -1.214 0.966
Si -0.443 1.600 -2.092
I 1.894 2.268 -1.389
I -1.979 -2.344 0.536
H 1.176 -2.133 1.189
H 0.232 -0.247 -0.251
H 0.227 -0.360 2.288
H -1.327 2.431 -1.247

Total charge ... 0
Total energy ... -32020.3166 eV
Relative energy (zero: lowest compared OMol25 entry of this formula, charge and spin) ... 202.2 kJ/mol


[4]
ORCA calculation (ωB97M-V/def2-TZVPD) on 15 unconnected molecules or ions with the total composition H30O15 in a non-equilibrium geometry.

Element x y z (Å)
O -2.114 2.041 0.319
H -2.322 1.569 -0.503
H -2.828 2.627 0.620
O -0.684 -1.413 -2.292
H -0.905 -2.305 -2.503
H -0.845 -0.906 -3.047
O 0.291 1.411 -2.132
H 1.083 1.932 -2.235
H -0.225 1.653 -2.881
O -0.414 1.722 2.515
H -1.107 1.783 1.827
H -0.238 2.612 2.762
O -2.799 -3.154 -0.526
H -3.461 -3.051 0.161
H -2.224 -2.403 -0.468
O 0.501 -0.076 0.216
H -0.432 -0.245 0.417
H 0.547 0.395 -0.612
O -0.116 3.893 -0.456
H -0.057 2.998 -0.797
H 0.790 4.166 -0.618
O -2.942 0.265 -1.444
H -3.558 -0.062 -0.832
H -2.090 -0.147 -1.376
O 1.606 -2.887 1.676
H 1.282 -2.008 1.850
H 2.529 -2.741 1.598
O 1.307 -0.439 2.818
H 0.974 0.470 2.709
H 1.113 -0.670 3.746
O 2.109 2.368 1.153
H 2.250 3.283 1.483
H 1.163 2.175 1.356
O 3.193 -0.618 0.495
H 3.491 -0.677 1.418
H 2.279 -0.355 0.619
O 1.898 -0.416 -3.383
H 1.137 -0.791 -2.902
H 2.572 -0.684 -2.769
O -1.689 -1.207 0.995
H -2.529 -0.709 1.089
H -1.496 -1.577 1.842
O 1.106 -2.935 -0.854
H 1.280 -2.744 0.070
H 0.591 -2.152 -1.113

Total charge ... 0
Total energy ... -31199.8467 eV
Relative energy (zero: lowest compared OMol25 entry of this formula, charge and spin) ... 175.5 kJ/mol


[5]
ORCA calculation (ωB97M-V/def2-TZVPD) on a molecular structure, C4H3N in a non-equilibrium geometry.

Element x y z (Å)
C 0.081 -1.486 -1.085
C -0.107 0.390 1.171
C -0.553 1.086 0.150
C 0.567 0.183 -0.112
N -0.172 -2.453 -1.636
H -0.149 0.111 2.196
H -1.239 1.786 -0.260
H 1.571 0.384 -0.425

Total charge ... 0
Total energy ... -5682.0179 eV
Relative energy (zero: lowest compared OMol25 entry of this formula, charge and spin) ... 240.2 kJ/mol


[6]
ORCA calculation (ωB97M-V/def2-TZVPD) on a molecular structure, C3H4O5Tl in a non-equilibrium geometry.

Element x y z (Å)
C 1.850 1.458 -0.796
C 1.413 1.593 0.543
O 0.519 0.923 1.243
C -0.468 0.072 0.811
O -1.271 -0.312 1.662
O -0.415 -0.431 -0.342
O 1.395 0.687 -1.698
H 2.634 2.155 -1.104
H 1.868 2.393 1.128
H 0.621 0.133 -1.339
O -3.121 -3.002 -0.259
H -3.097 -3.938 -0.067
Tl -1.928 -1.732 0.217

Total charge ... +2
Total energy ... -18083.4915 eV
<S²> ... 0.75
Spin multiplicity ... 2